P) Computed, not measured: 8 unconnected molecules or ions with the total composition C32H64O8, with ωB97M-V/def2-TZVPD.

Computed properties:
orbital gap	9.9	eV
multiplicity	1
SMILES	C1CCOC1.C1CCOC1.C1CCOC1.C1CCOC1.C1CCOC1.C1CCOC1.C1CCOC1.C1CCOC1
E_HOMO	-9.5	eV

Each line ends with the Löwdin charge.
Cartesian coordinates (Å):
C1 0.1543 -0.1748 5.4742  -0.16
C2 -0.8484 0.9733 5.3914  -0.16
C3 -2.2068 0.3305 5.6714  -0.17
O1 -1.9633 -1.0775 5.8534  -0.13
C4 -0.7390 -1.4064 5.2744  -0.23
H1 0.5506 -0.2444 6.4891  0.11
H2 0.9824 -0.1085 4.7738  0.09
H3 -0.8115 1.4897 4.4280  0.10
H4 -0.6414 1.7763 6.1015  0.11
H5 -2.9467 0.4670 4.8811  0.11
H6 -2.6257 0.6422 6.6283  0.12
H7 -0.7805 -1.6720 4.2042  0.11
H8 -0.3107 -2.2675 5.7911  0.12
C5 -0.0534 -1.3324 0.0976  -0.16
C6 1.0530 -1.4809 1.1667  -0.13
C7 1.3606 -0.0197 1.5601  -0.17
O2 0.4482 0.8184 0.8406  -0.13
C8 0.0784 0.1084 -0.3169  -0.24
H9 -1.0461 -1.5570 0.4928  0.10
H10 0.0092 -2.0120 -0.7572  0.11
H11 1.9050 -2.0319 0.7787  0.11
H12 0.6074 -2.0132 2.0056  0.09
H13 2.3665 0.3082 1.2677  0.10
H14 1.3036 0.1335 2.6359  0.09
H15 0.8125 0.3241 -1.1148  0.12
H16 -0.8348 0.5050 -0.7808  0.10
C9 -3.8998 -1.5810 -0.9849  -0.18
C10 -4.5157 -1.8634 -2.3539  -0.16
C11 -3.7778 -3.1488 -2.7193  -0.19
O3 -3.6030 -3.8487 -1.4886  -0.13
C12 -3.8739 -2.9788 -0.3880  -0.21
H17 -4.4466 -0.8417 -0.4002  0.11
H18 -2.8487 -1.2781 -1.0446  0.09
H19 -4.3073 -1.0331 -3.0294  0.09
H20 -5.5881 -2.0197 -2.2408  0.12
H21 -2.8456 -2.9037 -3.2259  0.10
H22 -4.4409 -3.7382 -3.3560  0.12
H23 -3.1500 -3.0865 0.4216  0.11
H24 -4.8511 -3.2637 0.0242  0.12
C13 6.0805 1.4451 0.1466  -0.17
C14 7.2688 1.4098 1.0931  -0.17
C15 7.7186 -0.0613 0.9696  -0.20
O4 6.5909 -0.7905 0.5041  -0.14
C16 5.4701 0.0766 0.3993  -0.22
H25 6.3578 1.4968 -0.9074  0.12
H26 5.4333 2.2972 0.3615  0.11
H27 6.9512 1.6368 2.1116  0.11
H28 8.0727 2.1003 0.8395  0.11
H29 8.0361 -0.4406 1.9429  0.11
H30 8.5207 -0.1455 0.2343  0.12
H31 4.8782 -0.0008 1.3211  0.11
H32 4.8166 -0.2344 -0.4177  0.12
C17 -1.4340 5.1261 -0.8267  -0.16
C18 -0.5857 3.9173 -1.1723  -0.17
C19 0.0877 4.3437 -2.4748  -0.18
O5 -0.7698 5.3191 -3.0853  -0.14
C20 -1.8290 5.6666 -2.1971  -0.20
H33 -0.8266 5.8875 -0.3336  0.11
H34 -2.2885 4.8682 -0.2039  0.11
H35 -1.1856 3.0116 -1.2447  0.08
H36 0.1389 3.6994 -0.3855  0.11
H37 0.1675 3.5116 -3.1737  0.10
H38 1.0262 4.8474 -2.2389  0.12
H39 -2.7521 5.1940 -2.5654  0.11
H40 -1.9904 6.7447 -2.2194  0.12
C21 0.2077 0.0035 -4.2566  -0.17
C22 -0.3453 0.5255 -5.5840  -0.14
C23 -1.5714 -0.3892 -5.8252  -0.19
O6 -1.8093 -1.0998 -4.6166  -0.18
C24 -0.5262 -1.3076 -4.0219  -0.19
H41 -0.0389 0.6677 -3.4234  0.08
H42 1.2912 -0.1139 -4.1882  0.11
H43 0.3241 0.4201 -6.4328  0.11
H44 -0.6686 1.5561 -5.4510  0.10
H45 -1.3280 -1.1314 -6.5970  0.12
H46 -2.4884 0.1234 -6.1071  0.11
H47 -0.0586 -2.1685 -4.5224  0.13
H48 -0.6689 -1.5838 -2.9784  0.10
C25 -3.0376 1.7921 -3.3048  -0.14
C26 -3.6013 2.0581 -1.9036  -0.17
C27 -5.1057 2.1342 -2.0791  -0.17
O7 -5.2536 2.7470 -3.3807  -0.15
C28 -4.2167 2.2508 -4.2133  -0.19
H49 -2.8176 0.7450 -3.5105  0.08
H50 -2.1394 2.3948 -3.4388  0.09
H51 -3.2741 3.0629 -1.6365  0.08
H52 -3.3201 1.3227 -1.1499  0.10
H53 -5.6136 2.7827 -1.3725  0.12
H54 -5.5769 1.1484 -2.1755  0.11
H55 -3.9251 3.0184 -4.9273  0.12
H56 -4.5953 1.3697 -4.7482  0.11
C29 3.1590 -4.9859 4.0241  -0.17
C30 3.1534 -3.6006 3.3748  -0.17
C31 3.8288 -2.8075 4.4630  -0.21
O8 3.2254 -3.2773 5.6862  -0.16
C32 2.8388 -4.6438 5.5001  -0.19
H57 4.1651 -5.4157 4.0251  0.11
H58 2.4804 -5.7273 3.6076  0.11
H59 2.1011 -3.3107 3.3515  0.10
H60 3.7086 -3.6128 2.4413  0.12
H61 3.7874 -1.7224 4.3996  0.11
H62 4.8870 -3.0889 4.5677  0.12
H63 1.7667 -4.6962 5.6966  0.11
H64 3.4269 -5.2596 6.1790  0.11


Q) Computed, not measured: 8 unconnected molecules or ions with the total composition C32H64O8, with ωB97M-V/def2-TZVPD.

Computed properties:
orbital gap	9.8	eV
multiplicity	1
SMILES	C1CCOC1.C1CCOC1.C1CCOC1.C1CCOC1.C1CCOC1.C1CCOC1.C1CCOC1.C1CCOC1
E_HOMO	-9.2	eV

Each line ends with the Löwdin charge.
Cartesian coordinates (Å):
C1 1.8771 4.8373 -0.7568  -0.14
C2 2.9828 5.6568 -0.0632  -0.17
C3 2.2605 6.4467 0.9905  -0.20
O1 1.0080 5.7922 1.0939  -0.14
C4 0.9058 4.5809 0.4199  -0.21
H1 2.1179 3.8857 -1.2306  0.08
H2 1.4246 5.4087 -1.5673  0.11
H3 3.5615 6.2936 -0.7323  0.11
H4 3.6522 4.9691 0.4535  0.11
H5 2.0297 7.4528 0.6405  0.12
H6 2.8917 6.4581 1.8791  0.12
H7 -0.0628 4.1644 0.1436  0.11
H8 1.2918 3.8002 1.0753  0.10
C5 2.9074 1.3700 -4.1843  -0.17
C6 1.6244 2.1447 -4.1140  -0.17
C7 0.5691 1.1721 -4.7215  -0.19
O2 1.0501 -0.1531 -4.4377  -0.16
C8 2.4426 -0.0702 -3.9689  -0.16
H9 3.5502 1.6562 -3.3518  0.11
H10 3.4766 1.4734 -5.1081  0.11
H11 1.6993 3.1019 -4.6299  0.11
H12 1.2486 2.3532 -3.1123  0.09
H13 0.5567 1.3504 -5.7968  0.11
H14 -0.4453 1.2970 -4.3427  0.11
H15 3.0613 -0.7839 -4.5129  0.12
H16 2.4393 -0.2603 -2.8956  0.09
C9 -5.1377 -1.0940 -1.4946  -0.17
C10 -4.2401 0.0200 -1.0075  -0.16
C11 -3.9355 -0.5150 0.4251  -0.16
O3 -4.9996 -1.4496 0.7000  -0.15
C12 -6.0017 -1.2764 -0.2713  -0.22
H17 -4.6131 -2.0228 -1.7189  0.09
H18 -5.7049 -0.8133 -2.3821  0.12
H19 -4.7086 1.0034 -0.9675  0.11
H20 -3.3864 0.1907 -1.6634  0.09
H21 -4.0822 0.3059 1.1271  0.10
H22 -2.9679 -1.0104 0.5052  0.11
H23 -6.6227 -0.4166 -0.0201  0.12
H24 -6.6929 -2.1183 -0.2311  0.12
C13 2.6024 -5.2175 1.3304  -0.15
C14 3.5667 -5.8671 0.2892  -0.15
C15 3.5630 -4.9202 -0.8749  -0.20
O4 2.4502 -4.0825 -0.5762  -0.17
C16 2.4508 -3.8547 0.8250  -0.24
H25 3.0306 -5.3827 2.3190  0.12
H26 1.6260 -5.6885 1.2161  0.12
H27 3.2089 -6.8383 -0.0525  0.11
H28 4.5722 -6.0177 0.6823  0.11
H29 3.4448 -5.4027 -1.8451  0.12
H30 4.4159 -4.2425 -0.9119  0.12
H31 1.4838 -3.3863 1.0085  0.11
H32 3.2366 -3.1474 1.0900  0.12
C17 0.7580 0.1772 5.2261  -0.16
C18 1.0349 -0.0686 3.7648  -0.18
C19 0.5193 -1.4629 3.6515  -0.22
O5 0.8343 -2.1082 4.8887  -0.14
C20 1.2068 -1.1716 5.9026  -0.17
H33 -0.2977 0.3468 5.4380  0.11
H34 1.3003 1.0172 5.6603  0.11
H35 2.0921 -0.0609 3.4994  0.12
H36 0.5601 0.6744 3.1241  0.09
H37 0.9403 -1.9359 2.7643  0.09
H38 -0.5598 -1.5522 3.5258  0.12
H39 2.2828 -1.1835 6.0762  0.11
H40 0.6436 -1.4052 6.8061  0.12
C21 -1.7301 2.3283 2.6310  -0.17
C22 -2.4834 3.0628 1.5494  -0.17
C23 -2.5363 4.5283 2.0135  -0.21
O6 -2.3524 4.4236 3.3635  -0.11
C24 -2.2322 3.1157 3.8007  -0.23
H41 -0.6611 2.4631 2.4666  0.10
H42 -1.9467 1.2610 2.6745  0.11
H43 -3.4899 2.6482 1.4928  0.10
H44 -2.0189 2.9591 0.5689  0.10
H45 -3.4806 5.0406 1.8295  0.12
H46 -1.7443 5.1262 1.5626  0.11
H47 -3.2185 2.7971 4.1379  0.12
H48 -1.6225 3.0235 4.6995  0.12
C25 1.6425 -0.3901 0.0345  -0.13
C26 0.1986 -0.8134 -0.1593  -0.15
C27 -0.3672 0.4048 -0.8266  -0.17
O7 0.2182 1.4415 -0.0514  -0.13
C28 1.5099 1.1204 0.2279  -0.25
H49 2.2467 -0.6101 -0.8455  0.10
H50 2.1736 -0.8929 0.8428  0.09
H51 -0.3536 -0.9746 0.7665  0.11
H52 0.0066 -1.6422 -0.8406  0.09
H53 -1.4549 0.4749 -0.8226  0.10
H54 -0.0842 0.4224 -1.8791  0.11
H55 1.6992 1.4672 1.2437  0.10
H56 2.2698 1.6416 -0.3543  0.11
C29 -2.1576 -3.1694 -2.1560  -0.20
C30 -0.9711 -4.0354 -1.8176  -0.17
C31 -0.1286 -3.8588 -3.0868  -0.19
O8 -1.0894 -3.8362 -4.1386  -0.12
C32 -2.3311 -3.3233 -3.6628  -0.19
H57 -1.8347 -2.1365 -2.0258  0.10
H58 -3.0450 -3.4395 -1.5836  0.11
H59 -1.3334 -5.0583 -1.7156  0.12
H60 -0.4970 -3.7426 -0.8808  0.09
H61 0.4606 -4.7709 -3.1817  0.12
H62 0.4893 -2.9623 -3.0344  0.11
H63 -3.0446 -4.1379 -3.7872  0.12
H64 -2.7004 -2.3753 -4.0540  0.12


Most stable: P). Least stable: Q).


P) Computed, not measured: 2 unconnected molecules or ions with the total composition C3H12N4O, with ωB97M-V/def2-TZVPD.

Computed properties:
orbital gap	8.2	eV
multiplicity	1
SMILES	NC(N)N=O.CNC
E_HOMO	-8.2	eV

Each line ends with the natural charge from an NBO analysis.
Cartesian coordinates (Å):
N1 -0.7343 -2.2679 2.0558  -0.84
C1 -0.5496 -1.3270 0.9837  0.13
N2 -1.7718 -0.5947 0.9500  -0.87
N3 0.8153 -0.3756 1.3499  0.17
O1 0.5192 0.5489 2.0747  -0.29
H1 -0.1451 -2.0278 2.8478  0.37
H2 -0.4479 -3.2117 1.8088  0.37
H3 -0.4525 -1.8759 0.0368  0.17
H4 -1.6960 0.3909 1.1786  0.37
H5 -2.4056 -0.9148 1.6790  0.39
C2 1.6046 0.5406 -2.0210  -0.40
N4 0.6018 0.7533 -1.0058  -0.65
C3 -0.1136 2.0043 -1.1005  -0.41
H6 2.3587 1.3372 -2.0032  0.19
H7 1.1659 0.5157 -3.0243  0.16
H8 2.1270 -0.4020 -1.8329  0.20
H9 0.0391 -0.1253 -0.6382  0.38
H10 0.5481 2.8406 -1.3532  0.20
H11 -0.9028 1.9555 -1.8586  0.17
H12 -0.5608 2.2357 -0.1272  0.19


Q) Computed, not measured: 3 unconnected molecules or ions with the total composition C3H12N4O, with ωB97M-V/def2-TZVPD.

Computed properties:
orbital gap (alpha / beta)	6.9 / 8.8	eV
multiplicity	1
E_HOMO (alpha / beta)	-6.6 / -8.0	eV

Each line ends with the natural charge from an NBO analysis.
Cartesian coordinates (Å):
C1 0.7971 0.4805 -1.1090  -0.43
N1 0.6595 -0.3070 0.0906  -0.33
N2 0.9570 -1.6770 -0.0091  -0.69
C2 2.2413 1.4528 1.5733  -0.18
N3 2.2276 0.2330 1.3306  -0.35
H1 0.1911 -2.1762 0.4335  0.36
H2 1.8241 -1.8220 0.5053  0.38
H3 0.1527 0.0878 -1.9034  0.20
H4 1.8333 0.4375 -1.4444  0.21
H5 0.5223 1.5124 -0.8933  0.20
H6 2.9638 1.8971 2.2759  0.17
H7 1.5489 2.1909 1.1237  0.14
C3 -2.5838 0.2055 0.1023  -0.50
N4 -1.7025 -0.9066 -0.1443  -0.11
O1 -1.7340 -1.0861 -1.5424  -0.57
H8 -1.2906 -1.9351 -1.6864  0.49
H9 -0.1523 -0.0803 0.7515  0.40
H10 -3.6032 0.0189 -0.2617  0.22
H11 -2.2068 1.1249 -0.3753  0.20
H12 -2.6455 0.3490 1.1827  0.21


Most stable: P). Least stable: Q).


P) Computed, not measured: 4 unconnected molecules or ions with the total composition C2H12NO4, with ωB97M-V/def2-TZVPD.

Computed properties:
orbital gap	8.2	eV
net charge	-1
multiplicity	1
E_HOMO	-4.2	eV

Each line ends with the natural charge from an NBO analysis.
Cartesian coordinates (Å):
C1 -0.0015 0.7503 -1.0154  -0.04
O1 -0.9819 -0.1667 -1.0104  -0.91
C2 1.2939 0.0789 -0.4684  -0.24
N1 1.3241 -1.3242 -1.0173  -0.89
H1 -0.0058 1.2300 -2.0384  0.13
H2 -0.2558 1.6378 -0.2290  0.06
H3 2.1134 0.6805 -0.9913  0.16
H4 1.4338 0.1215 0.5333  0.18
H5 0.3664 -1.7275 -0.6712  0.39
H6 1.3905 -1.3516 -1.9982  0.35
H7 -2.4825 -1.2353 1.2618  0.43
H8 -1.3917 -0.5961 0.2186  0.49
O2 -1.6661 -0.8958 1.2441  -1.09
H9 1.3387 -1.2255 2.7109  0.46
H10 1.8006 -1.5417 1.5450  0.48
O3 2.1579 -1.4883 2.4347  -0.94
H11 -1.5790 2.3522 -0.7679  0.49
H12 -2.4049 2.0681 0.4933  0.47
O4 -2.4501 2.6335 -0.2340  -0.97


Q) Computed, not measured: a molecular structure, C2H12NO4, with ωB97M-V/def2-TZVPD.

Computed properties:
orbital gap	9.0	eV
net charge	-1
multiplicity	1
E_HOMO	-4.9	eV

Each line ends with the natural charge from an NBO analysis.
Cartesian coordinates (Å):
C1 -0.9573 -0.8504 1.3493  -0.43
N1 0.4018 -0.5683 0.8266  -0.69
C2 0.8791 -1.7166 0.0254  0.10
O1 0.0518 -2.1210 -0.9983  -0.83
H1 -1.2637 -1.8344 1.0343  0.19
H2 -1.6867 -0.1029 1.0873  0.19
H3 -0.8314 -0.8655 2.4396  0.16
H4 0.2654 0.1272 0.1079  0.38
H5 1.0493 -2.5669 0.7158  0.12
H6 1.8824 -1.4305 -0.3535  0.12
H7 0.1839 2.8814 0.5841  0.50
H8 0.5003 1.9284 1.6910  0.47
O2 0.2004 2.8341 1.5623  -1.00
H9 -1.3284 -0.1145 -2.3708  0.44
H10 -0.1648 -1.1985 -1.5872  0.49
O3 -0.4073 -0.0264 -2.0869  -1.15
H11 -0.1638 1.3422 -1.6321  0.51
H12 1.1647 2.1619 -1.3166  0.45
O4 0.2242 2.1209 -1.0782  -1.05


Most stable: Q). Least stable: P).